Record 1
# H37O19

A cluster of 19 separate species, H37O19 in total in a non-equilibrium geometry (ωB97M-V/def2-TZVPD, OMol25).

Results
**Orbital gap**: 9.60 eV
**Relative energy (zero: lowest compared OMol25 entry of this formula, charge and spin)**: 134.5 kcal/mol
**Energy**: -1451.6882 hartree
**Total charge**: -1

Last column: Löwdin charge in e.
Geometry (Å):
O  -0.7881  -3.7255  -2.9865  -0.17
H  0.4062  0.4753  3.9867  0.03
H  -2.6200  -2.1853  -1.5917  0.07
O  -1.9998  2.9517  -2.1701  -0.09
H  1.6133  0.0293  3.6053  0.05
H  -1.3098  2.9787  -1.4575  0.02
O  -3.5708  -1.8663  -1.3547  -0.08
H  2.2736  -2.1367  -2.4962  0.08
H  2.0149  2.8052  -1.2445  -0.01
O  -3.0384  -0.7529  3.2995  0.08
H  -2.6522  -1.0065  3.9962  -0.09
H  -2.6068  -0.3352  2.6216  -0.03
O  -1.6676  0.0892  -0.3258  -0.05
H  -1.6208  2.8821  1.3403  0.03
H  -2.0820  0.3867  -1.0438  -0.06
O  -4.0807  1.7744  0.6895  -0.04
H  2.3710  -1.1513  0.8361  -0.02
H  -3.3592  1.3686  0.2842  -0.05
O  2.2463  2.6569  -2.1442  -0.03
H  -1.7427  -0.4536  -3.8467  0.09
H  1.5490  2.9459  -2.7300  0.06
O  -1.6630  0.0528  -3.0023  -0.04
H  1.2745  1.3427  -2.1156  0.04
O  4.3021  -0.8531  -0.3176  -0.03
H  1.4366  -0.1240  1.5270  -0.02
H  3.9036  -0.1433  -0.7655  0.01
O  1.3371  -1.8434  -2.4432  -0.07
H  3.2028  -0.0761  3.9500  0.05
H  1.2579  -1.0180  -2.8929  0.00
O  0.5171  2.4234  -0.0455  -0.30
H  0.6580  3.0943  0.5395  -0.08
H  -0.2522  -1.5530  -0.1261  0.03
O  2.4914  0.5710  3.8234  -0.12
H  -3.9381  2.0410  1.6306  0.06
H  3.5007  1.8513  2.1349  0.00
O  2.1057  -0.7256  1.5938  0.01
H  3.2027  2.5603  0.9253  -0.06
H  -0.7853  0.2331  -2.8187  -0.06
O  0.7380  0.4596  -2.0772  -0.16
H  -4.0429  -2.6089  -1.6941  0.00
H  4.4088  -0.6826  0.6199  0.03
O  0.7541  -4.7519  0.6793  -0.10
H  0.9741  -3.7479  0.8508  0.08
H  -0.1650  -4.6234  0.5568  -0.01
O  3.8926  2.4081  1.4740  0.00
H  -1.7099  0.9355  0.2451  0.04
H  -0.5661  -3.2471  -3.7983  -0.01
O  -1.2927  2.0374  1.5897  -0.13
H  0.4857  0.6130  -1.0927  0.07
H  -0.5394  2.0129  0.8663  -0.03
O  -0.2987  -0.1098  3.6045  -0.09
H  -0.5955  0.4614  2.7799  0.08
H  -2.0902  2.0273  -2.4848  0.01
O  -0.6638  -1.9551  0.6738  -0.07
H  0.2198  -3.4107  -2.5663  0.12
H  -1.3959  -1.3819  0.9087  0.01

---

Record 2
# H38O19

A cluster of 19 separate species, H38O19 in total in a non-equilibrium geometry (ωB97M-V/def2-TZVPD, OMol25).

Results
**Orbital gap**: 9.86 eV
**Relative energy (zero: lowest compared OMol25 entry of this formula, charge and spin)**: 219.3 kcal/mol
**Energy**: -1452.0903 hartree
**Total charge**: 0

Last column: Löwdin charge in e.
Geometry (Å):
O  -0.2323  3.9377  -1.1989  -0.16
H  -1.1512  3.6113  -1.4065  0.03
H  -0.0655  3.0775  -0.4457  0.14
O  -2.4959  -1.6434  -1.8534  0.00
H  -1.9483  -2.2195  -1.5128  -0.07
H  -2.4887  -0.8763  -1.2456  0.00
O  2.4470  2.1255  3.3700  -0.05
H  1.9038  2.9500  3.3389  0.06
H  1.9366  1.3437  3.5128  -0.02
O  -3.0285  -1.8488  1.9794  -0.10
H  -2.9044  -2.0406  2.9689  0.08
H  -2.2219  -2.2427  1.5571  0.01
O  0.6085  4.3536  1.3039  -0.12
H  1.5723  4.2919  1.1662  0.05
H  0.2411  4.5722  0.3725  0.04
O  -1.6576  1.9453  -2.2512  0.07
H  -0.9628  1.6004  -2.6381  -0.02
H  -2.4565  1.7787  -2.5486  0.01
O  -2.8634  0.6420  -0.5913  -0.10
H  -3.5661  1.1509  -0.1443  0.08
H  -2.1532  1.4067  -0.6488  0.09
O  1.5060  -0.5407  4.9445  -0.12
H  0.6421  0.0007  4.6682  0.08
H  1.4208  -1.4199  4.5513  0.02
O  -0.4821  -1.3378  0.6994  -0.03
H  -0.2544  -2.1176  0.8362  -0.16
H  0.2722  -0.6315  0.6649  0.09
O  2.1141  -1.9365  -0.1464  -0.17
H  1.9106  -2.7863  0.4311  0.06
H  3.1650  -1.9536  0.3841  0.21
O  4.0111  0.6116  -1.2387  -0.06
H  3.4638  0.1881  -1.8374  -0.04
H  3.5542  0.6186  -0.2860  0.10
O  0.8615  1.2983  0.6563  -0.03
H  1.2637  2.0685  1.1443  0.05
H  1.5869  0.8522  0.3026  -0.02
O  1.4495  -2.9991  -2.9157  -0.06
H  0.9730  -2.1471  -2.7201  -0.02
H  0.6654  -3.4291  -3.1295  -0.04
O  1.1510  0.2013  -3.9807  -0.12
H  1.3043  -0.6835  -3.4462  0.04
H  2.1125  0.4880  -3.8657  0.07
O  -1.0001  -2.8886  -4.0172  -0.11
H  -0.7953  -1.9386  -3.9234  0.02
H  -2.0150  -2.7429  -3.7326  0.12
O  0.5595  -0.7477  -1.6681  -0.18
H  0.0641  -1.2591  -0.9924  0.00
H  -0.3635  -0.3358  -2.1713  0.16
O  -0.2088  -3.7539  1.4802  -0.04
H  -0.2971  -4.4398  0.7711  0.11
H  0.7588  -3.6390  1.6642  0.07
O  -2.3332  3.5411  1.6768  -0.12
H  -1.6908  4.2641  1.3136  0.06
H  -1.7307  2.9961  2.2706  0.06
O  -0.7035  -0.3523  3.2763  -0.10
H  -0.1307  -0.9309  2.6660  0.06
H  -1.3176  -0.0334  2.5854  0.04

---

Record 3
# H39O20

A cluster of 20 separate species, H39O20 in total in a non-equilibrium geometry (ωB97M-V/def2-TZVPD, OMol25).

Results
**Orbital gap**: 9.56 eV
**Relative energy (zero: lowest compared OMol25 entry of this formula, charge and spin)**: 82.7 kcal/mol
**Energy**: -1528.2285 hartree
**Total charge**: -1

Last column: Löwdin charge in e.
Geometry (Å):
O  -0.5137  1.0079  3.4364  -0.07
H  0.4568  3.8968  1.9233  0.02
O  -1.7559  0.0970  -0.6264  -0.05
H  -1.2347  -0.7295  -0.8044  0.05
H  -1.7849  0.0277  0.3392  0.02
O  -2.2123  -3.8304  -3.9827  -0.07
H  -1.3227  -3.9264  -3.6679  -0.02
H  -2.6946  -3.4630  -3.2009  0.05
O  2.6129  0.8469  -1.8262  -0.10
H  3.2187  0.1635  -1.4715  0.08
H  2.6751  3.8087  2.6922  0.03
O  2.4643  3.1011  3.2762  -0.04
H  -0.0009  0.1477  3.5471  0.07
H  2.6153  2.2659  2.8423  0.00
O  -1.8483  -3.2229  4.1541  -0.08
H  -0.2585  1.0676  2.5216  -0.01
H  2.3497  0.6382  -2.7443  0.00
O  2.0108  -0.1902  -4.1534  -0.04
H  1.0913  -0.4626  -4.2941  0.01
H  2.0839  0.4662  -4.8480  0.07
O  2.3603  -3.7425  0.0372  -0.11
H  -1.7581  -2.4804  3.5599  -0.01
H  0.6620  -2.4156  -1.6756  -0.04
O  -0.2157  1.9089  -1.6409  -0.07
H  -0.7771  1.2341  -1.2272  -0.03
H  0.6954  1.5693  -1.6904  0.00
O  -1.7312  -3.6388  -0.0702  -0.07
H  -2.1477  -3.1907  0.6933  0.04
H  -1.1450  -2.9099  -0.3676  0.00
O  -3.2778  0.8944  2.1050  -0.10
H  2.8913  0.1290  3.8791  0.01
H  -2.5231  1.4520  1.7314  0.01
O  0.4763  3.7396  0.9899  -0.05
H  0.1247  -1.6305  -3.8054  0.04
H  -2.6444  -2.8773  4.6712  0.08
O  3.4861  0.6764  4.3675  -0.09
H  3.5717  1.6665  4.1223  0.06
H  2.3222  -2.9135  -0.4650  -0.02
O  1.2448  -1.3148  -0.5776  -0.35
H  1.3859  -3.8363  0.2478  0.05
H  1.2455  -0.5834  -1.1708  -0.08
O  1.9312  1.5244  0.6652  -0.07
H  1.8149  2.2883  0.1166  0.01
H  1.9872  0.6513  0.1870  0.04
O  -0.5648  -1.2763  1.4194  -0.10
H  0.0483  -1.0450  0.6728  -0.01
H  -0.2838  -2.1571  1.7001  0.04
O  -0.5629  -0.9051  -3.9529  -0.11
H  -2.7693  0.8290  2.9173  0.00
H  -1.3144  -0.9518  -3.3041  0.07
O  0.3260  -2.9251  -2.4436  -0.11
H  1.0762  -3.5763  -2.4387  0.08
H  0.7050  2.8139  0.8209  -0.02
O  -2.5863  3.7909  -1.8134  -0.10
H  -2.1801  2.9914  -2.2367  0.04
H  -1.8948  4.4931  -1.6728  0.06
O  -2.6174  3.2517  1.1920  -0.05
H  -3.3944  3.6183  0.8131  0.03
H  -1.9189  3.1375  0.5309  0.02

---

Record 4
# H3HgO

A structure of composition H3HgO in a non-equilibrium geometry (ωB97M-V/def2-TZVPD, OMol25).

Results
**Orbital gap (spin up / spin down)**: 9.17 / 8.16 eV
**⟨S²⟩**: 0.7574
**2S+1**: 2
**Energy**: -230.3332 hartree
**Total charge**: 0

Last column: Löwdin charge in e.
Geometry (Å):
O  -0.4493  -0.7540  0.2707  -0.62
H  -1.0691  -1.4768  0.3473  -0.07
H  0.1106  1.5646  0.0122  -0.02
Hg  1.1466  -0.1233  -0.8453  0.68
H  0.4963  2.1505  -0.3614  0.04

---

Record 5
# H3INO2P

A structure of composition H3INO2P in a non-equilibrium geometry (ωB97M-V/def2-TZVPD, OMol25).

Results
**Orbital gap**: 8.35 eV
**Relative energy (zero: lowest compared OMol25 entry of this formula, charge and spin)**: 13.5 kcal/mol
**Energy**: -846.0791 hartree
**Total charge**: 0

Last column: Löwdin charge in e.
Geometry (Å):
N  1.0986  -0.6109  -1.0519  -0.81
O  -1.4031  -0.2175  0.2599  -0.17
O  0.6509  1.0838  0.9391  -0.20
P  -0.0307  0.2490  -0.2948  0.39
I  1.7719  -2.2867  -0.1488  0.58
H  -0.1544  1.1189  -1.2578  0.02
H  -1.9447  -1.0387  0.2397  0.13
H  0.0115  1.7021  1.3146  0.06

---

Record 6
# H3INP

A structure of composition H3INP in a non-equilibrium geometry (ωB97M-V/def2-TZVPD, OMol25).

Results
**Orbital gap (spin up / spin down)**: 7.83 / 7.69 eV
**Relative energy (zero: lowest compared OMol25 entry of this formula, charge and spin)**: 119.3 kcal/mol
**Energy**: -695.4159 hartree
**Total charge**: 0

Last column: Löwdin charge in e.
Geometry (Å):
N  -0.7410  -0.0070  -0.1198  -0.97
P  0.9512  -0.2424  0.0545  0.51
I  -1.1976  1.9902  0.0475  0.58
H  -0.7284  -0.3259  -1.8700  0.18
H  0.9538  0.0504  1.3944  -0.14
H  0.7620  -1.4654  0.4935  -0.16

---

Record 7
# H3ISi

A structure of composition H3ISi in a non-equilibrium geometry (ωB97M-V/def2-TZVPD, OMol25).

Results
**Orbital gap**: 10.00 eV
**Relative energy (zero: lowest compared OMol25 entry of this formula, charge and spin)**: 23.8 kcal/mol
**Energy**: -588.9520 hartree
**Total charge**: 0

Last column: Löwdin charge in e.
Geometry (Å):
Si  -0.2537  -0.0910  -0.0036  0.10
I  2.2102  0.0364  -0.0081  0.23
H  -0.6546  -0.9542  -1.0292  -0.18
H  -0.6837  -0.7196  1.2980  -0.12
H  -0.6182  1.7285  -0.2570  -0.02

---

Record 8
# H3LaO3

A structure of composition H3LaO3 in a non-equilibrium geometry (ωB97M-V/def2-TZVPD, OMol25).

Results
**Orbital gap (spin up / spin down)**: 5.45 / 9.10 eV
**⟨S²⟩**: 0.7512
**2S+1**: 2
**Energy**: -258.6960 hartree
**Total charge**: +1

Last column: Löwdin charge in e.
Geometry (Å):
O  -1.2628  1.3681  -0.7866  -0.08
La  1.8008  0.4991  0.2795  1.74
O  -0.8381  0.6248  0.3563  -0.30
H  -1.1778  -0.3609  0.2213  0.17
O  0.8396  -1.6646  0.2382  -0.57
H  1.1578  -2.5170  0.5288  -0.04
H  -0.5195  2.0505  -0.8375  0.08

---

Record 9
# H3N

An isolated molecule of H3N in a non-equilibrium geometry (ωB97M-V/def2-TZVPD, OMol25).

Results
**Orbital gap**: 11.25 eV
**Relative energy (zero: lowest compared OMol25 entry of this formula, charge and spin)**: 2.6 kcal/mol
**Energy**: -56.5458 hartree
**Structure (SMILES)**: N
**Total charge**: 0

Last column: Löwdin charge in e.
Geometry (Å):
N  -0.0761  -0.0525  -0.0469  -0.04
H  -0.2515  0.9991  -0.0285  0.03
H  0.0244  -0.3582  0.9542  0.02
H  0.7597  -0.2737  -0.5977  0.00

---

Record 10
# H3N2O2

The ion H3N2O2 with charge -1 in a non-equilibrium geometry (ωB97M-V/def2-TZVPD, OMol25).

Results
**Orbital gap**: 7.95 eV
**Relative energy (zero: lowest compared OMol25 entry of this formula, charge and spin)**: 13.7 kcal/mol
**Energy**: -261.6109 hartree
**Structure (SMILES)**: NON[O-]
**Total charge**: -1

Last column: Löwdin charge in e.
Geometry (Å):
N  -0.9989  -0.1932  0.5840  -0.14
O  -0.1290  -1.0626  0.1353  -0.37
N  1.0455  -0.4834  -0.5774  -0.18
O  1.5180  0.6634  0.3286  -0.53
H  -0.3954  0.5641  1.0855  0.07
H  -1.4807  0.3794  -0.1924  0.06
H  0.4404  0.1324  -1.3637  0.09

---

Record 11
# H3N2O3S

A cluster of 2 separate species, H3N2O3S in total in a non-equilibrium geometry (ωB97M-V/def2-TZVPD, OMol25).

Results
**Orbital gap**: 7.17 eV
**Relative energy (zero: lowest compared OMol25 entry of this formula, charge and spin)**: 32.5 kcal/mol
**Energy**: -735.2220 hartree
**Total charge**: -1

Last column: Löwdin charge in e.
Geometry (Å):
N  2.8178  -1.4340  -0.3018  -0.11
N  2.0876  -0.7163  -0.9119  -0.24
O  2.6979  1.8567  -0.6210  -0.61
O  2.4914  0.5501  1.3257  -0.62
O  -1.6498  -0.1550  -0.0350  -0.07
S  1.7110  0.9557  0.0972  0.64
H  -0.7587  0.1579  -0.2056  -0.04
H  3.1851  -0.9705  0.6392  0.04
H  -1.7495  -0.7375  0.6990  0.01

---

Record 12
# H3N3O2

A cluster of 2 separate species, H3N3O2 in total in a non-equilibrium geometry (ωB97M-V/def2-TZVPD, OMol25).

Results
**Orbital gap (spin up / spin down)**: 8.07 / 8.24 eV
**Relative energy (zero: lowest compared OMol25 entry of this formula, charge and spin)**: 46.0 kcal/mol
**Energy**: -316.3336 hartree
**Total charge**: 0

Last column: Löwdin charge in e.
Geometry (Å):
N  -1.6823  -0.8736  0.1828  0.05
N  1.0300  -0.6578  -0.0939  -0.04
N  0.4003  0.1827  0.6477  -0.22
O  0.3284  1.4199  0.0193  -0.08
O  -2.3252  -0.0552  -0.4114  -0.09
H  1.0508  -0.3797  -1.1373  0.14
H  1.6351  -1.4511  0.3232  0.15
H  -0.4370  1.8148  0.4696  0.09

---

Record 13
# H3N3O3S

An isolated molecule of H3N3O3S in a non-equilibrium geometry (ωB97M-V/def2-TZVPD, OMol25).

Results
**Orbital gap**: 9.51 eV
**Relative energy (zero: lowest compared OMol25 entry of this formula, charge and spin)**: 129.7 kcal/mol
**Energy**: -789.6581 hartree
**Structure (SMILES)**: [H]/N=N/N(OO)OS
**Total charge**: 0

Last column: Löwdin charge in e.
Geometry (Å):
H  2.8437  -0.3615  -0.8785  0.08
N  1.9153  -0.5057  -0.4848  0.07
N  1.0169  -0.5569  -1.2794  0.09
N  -0.3862  -0.8304  -0.3860  -0.29
O  -0.2730  -0.8650  0.8794  -0.09
O  -0.0640  0.4640  1.5674  -0.07
O  -1.4712  -0.3104  -0.9871  -0.53
S  -1.7569  1.3602  -0.9487  0.79
H  0.5495  0.2220  2.2676  0.07
H  -2.3741  1.3836  0.2502  -0.13

---

Record 14
# H3N3OS3

A structure of composition H3N3OS3 in a non-equilibrium geometry (ωB97M-V/def2-TZVPD, OMol25).

Results
**Orbital gap (spin up / spin down)**: 8.09 / 8.09 eV
**Relative energy (zero: lowest compared OMol25 entry of this formula, charge and spin)**: 20.0 kcal/mol
**Energy**: -1435.7195 hartree
**Total charge**: 0

Last column: Löwdin charge in e.
Geometry (Å):
N  2.1080  1.5560  -0.3618  -0.78
N  1.9183  -0.7174  0.8026  -0.76
N  0.7150  -0.3683  -1.5424  -0.58
O  -0.9943  0.9714  0.0736  -0.40
S  2.9890  0.6770  0.7366  0.77
S  1.8685  -1.4153  -0.6899  0.77
S  0.7859  1.2893  -1.1257  0.97
H  1.0162  -0.8098  1.3581  0.08
H  -0.1324  -0.8095  -1.7332  0.00
H  -1.4993  1.7267  -0.1782  -0.07

---

Record 15
# H3N4O2

The ion H3N4O2 with charge -1 in a non-equilibrium geometry (ωB97M-V/def2-TZVPD, OMol25).

Results
**Orbital gap**: 6.84 eV
**Relative energy (zero: lowest compared OMol25 entry of this formula, charge and spin)**: 41.6 kcal/mol
**Energy**: -371.1170 hartree
**Structure (SMILES)**: N/N=N/N([O-])O
**Total charge**: -1

Last column: Löwdin charge in e.
Geometry (Å):
N  1.1994  0.4772  0.0605  -0.13
N  -0.0684  -0.3731  0.0700  -0.21
N  -1.1255  0.4728  0.1383  -0.07
N  -2.3042  0.2547  0.0407  -0.42
O  -3.1994  1.0528  0.0980  -0.12
O  -2.6775  -1.2583  -0.1084  -0.09
H  1.4498  0.5953  1.0927  0.03
H  1.8207  -0.1981  -0.3541  -0.01
H  -2.1837  -1.7804  0.5320  0.02

---

Record 16
# H3NO2

A structure of composition H3NO2 in a non-equilibrium geometry (ωB97M-V/def2-TZVPD, OMol25).

Results
**Orbital gap**: 10.60 eV
**Relative energy (zero: lowest compared OMol25 entry of this formula, charge and spin)**: 64.6 kcal/mol
**Energy**: -206.8264 hartree
**Total charge**: 0

Last column: Löwdin charge in e.
Geometry (Å):
N  0.3936  -0.0546  0.6120  0.14
O  -1.1554  0.2883  -1.3356  -0.06
O  0.0268  -0.2160  -1.1432  -0.18
H  1.1711  -0.6919  0.5187  0.04
H  -0.2169  -0.7020  0.9028  -0.03
H  -1.0377  1.1949  -1.5438  0.08